The following is a DFT calculation (the ωB97M-V functional and the def2-TZVPD basis) of C15H38BaNO11P as an isolated structure at a distorted geometry.

```
67
Properties=species:S:1:pos:R:3
Ba 2.00168 1.63709 1.98944
P 3.60631 -1.81230 6.19795
O 0.62856 -1.92250 -2.51213
O -2.45973 -4.45421 5.53210
O -2.39487 4.23823 1.74431
O -1.95055 -1.78852 4.45157
O 3.42599 -0.57073 7.05911
O 3.71403 4.36585 -1.19353
O 3.92199 -1.64605 4.71782
O 4.00197 5.81611 1.35574
O 4.62921 -2.90831 6.57503
O 2.40792 -2.80340 5.98747
O 0.65779 3.32380 6.70637
N -0.08315 -2.46580 -3.67153
C -1.27501 -0.39194 -4.44928
C 0.03256 -3.66641 -5.82499
C 4.26242 6.43348 0.09849
C 0.09604 4.02437 7.81080
C -2.35869 -1.88532 -2.81046
C 1.43123 -1.55987 -5.57156
C 2.01236 -3.72303 -4.37362
C -3.23832 -2.26284 4.87642
C -3.35038 -3.74797 4.65240
C -3.65016 3.86207 2.31017
C -1.41997 -1.82169 -3.97314
C -2.12186 -2.73352 -5.07012
C -1.27185 -3.06798 -6.26920
C 3.47699 5.77510 -1.05317
C 0.84235 -2.76705 -4.78058
H 0.61502 -3.92107 -6.71042
H -3.30725 -1.46976 -3.15055
H -1.27066 -2.24569 4.95191
H 2.82651 -3.33116 -3.76397
H -2.19198 0.19039 -4.35898
H 3.82554 4.17140 -2.12699
H 3.84397 6.26118 -1.95713
H 2.50715 -4.08707 -5.27404
H -2.12978 -1.24841 -1.95604
H 5.35024 6.40626 0.03521
H -2.46738 -3.66074 -4.61299
H -4.03403 -1.75620 4.33031
H -4.36181 -4.10764 4.84147
H -3.55743 3.09446 3.07846
H 2.32533 -1.79333 -6.14965
H -4.05944 4.65949 2.93041
H -3.11331 -3.98233 3.61462
H 0.77249 -1.17587 -6.35048
H -3.08402 -2.29891 -5.34116
H -4.30436 3.65111 1.46422
H -0.26743 -4.60043 -5.34988
H 1.53871 -0.69463 -4.91742
H -0.52712 4.85430 7.47767
H 1.18179 2.63724 7.12552
H 1.70700 -4.63813 -3.86624
H -2.51648 -2.89876 -2.44150
H -1.19444 -2.25777 -6.99424
H 4.53879 6.19787 2.05409
H -1.64727 -3.94462 5.57498
H -0.52964 0.27984 -4.02354
H -1.11518 -0.35911 -5.52700
H -1.83759 -3.78234 -6.86731
H 0.88658 4.42052 8.44816
H -0.59518 3.36076 8.33034
H -2.30656 5.18874 1.84601
H -3.40553 -2.02106 5.92603
H 3.92389 7.46760 0.16238
H 2.40600 5.95720 -0.96415
```

Calculated values
E_HOMO in eV: -0.059
Net charge: -2
ΔE to the lowest compared entry with this formula, charge and spin in kJ/mol: 844.9
Total energy in Eh: -1843.22496
LUMO level in eV: 2.3
Strongest force on any atom in eV/A: 2.4
Spin multiplicity: 1
HOMO-LUMO gap in eV: 2.37